# 1
Molecular formula: C28H42N2O6PSTi
Method: DFT, ωB97M-V/def2-TZVPD

```
81
Properties=species:S:1:pos:R:3
Ti -1.048 -1.847 0.661
C 1.990 -2.178 1.589
C 1.763 -3.472 0.849
O 1.016 -3.145 -0.309
C 0.804 -4.208 -1.223
C 0.227 -3.603 -2.470
O -0.979 -2.949 -2.119
C -1.595 -2.241 -3.183
C -1.002 -0.884 -3.499
O -1.108 0.087 -2.461
C -2.421 0.540 -2.184
C -3.151 -0.272 -1.086
O -2.263 -1.099 -0.382
C -2.206 -1.894 2.208
C -0.162 -1.780 2.756
O 0.744 -1.411 1.690
H 2.646 -1.540 1.004
H 2.391 -2.322 2.588
H 1.205 -4.194 1.454
H 2.727 -3.906 0.575
H 0.131 -4.941 -0.776
H 1.753 -4.692 -1.469
H 0.042 -4.393 -3.207
H 0.943 -2.889 -2.887
H -2.644 -2.139 -2.901
H -1.553 -2.846 -4.095
H -1.494 -0.510 -4.405
H 0.066 -0.974 -3.692
H -2.309 1.572 -1.853
H -3.027 0.532 -3.096
H -3.935 -0.891 -1.518
H -3.632 0.424 -0.397
H -2.251 -2.797 2.810
H -3.159 -1.364 2.316
H 0.019 -2.780 3.131
H -0.216 -1.032 3.535
C -2.435 -4.458 0.298
O -1.364 -3.622 0.696
H -3.167 -3.909 -0.293
H -2.927 -4.883 1.173
H -2.052 -5.280 -0.304
C 4.864 0.975 -1.300
N 3.641 1.580 -1.815
C 3.482 2.915 -2.198
C 2.207 3.063 -2.595
N 1.606 1.822 -2.446
C 2.480 0.909 -1.969
S 2.112 -0.724 -1.669
H 5.628 1.745 -1.235
H 5.194 0.177 -1.960
H 4.681 0.548 -0.317
H 4.295 3.621 -2.168
H 1.686 3.922 -2.977
H 0.634 1.575 -2.601
C -2.217 1.281 2.893
P -0.989 1.149 1.538
C 0.546 1.611 2.415
C 1.746 1.561 1.695
C 2.948 1.900 2.297
C 2.980 2.249 3.644
C 1.805 2.253 4.380
C 0.593 1.946 3.766
C -1.396 2.685 0.618
C -0.424 3.427 -0.050
C -0.775 4.555 -0.782
C -2.103 4.958 -0.866
C -3.080 4.219 -0.214
C -2.727 3.091 0.518
H -2.259 2.291 3.300
H -1.966 0.578 3.688
H -3.207 1.009 2.525
H 1.735 1.226 0.662
H 3.864 1.891 1.717
H 3.918 2.510 4.117
H 1.824 2.504 5.433
H -0.311 1.982 4.361
H 0.620 3.152 0.019
H -0.003 5.132 -1.276
H -2.371 5.846 -1.424
H -4.118 4.523 -0.265
H -3.512 2.535 1.016
```

Output
* HOMO-LUMO gap: 7.34 eV
* total charge: +1


# 2
Molecular formula: C28H42N3OP2RuSe2
Method: DFT, ωB97M-V/def2-TZVPD

```
79
Properties=species:S:1:pos:R:3
Ru 0.369 -0.390 0.958
C 0.178 -0.866 4.767
Se 0.469 -1.998 3.222
C -1.376 -2.696 3.092
C -2.495 -1.815 2.540
Se -2.166 -1.584 0.598
C -3.548 -0.335 0.023
H -0.797 -0.432 4.764
H 0.959 -0.155 4.920
H 0.242 -1.477 5.694
H -1.648 -2.990 4.101
H -1.307 -3.660 2.625
H -2.459 -0.802 2.865
H -3.487 -2.299 2.689
H -4.286 -0.880 -0.571
H -3.093 0.455 -0.587
H -4.018 0.104 0.883
C -3.988 2.855 4.077
C -2.599 2.782 4.428
C -1.597 2.315 3.547
C -1.946 2.164 2.211
C -3.283 2.266 1.813
C -4.308 2.509 2.796
P -0.648 1.921 0.976
C -0.972 2.818 -0.551
C -1.013 2.061 -1.716
C -1.137 2.679 -2.969
C -1.134 4.109 -3.020
C -1.142 4.845 -1.820
C -1.112 4.216 -0.556
C 0.916 2.401 1.637
C 1.653 3.560 1.980
C 3.030 3.387 1.964
C 3.671 2.196 1.524
C 2.908 1.087 1.179
C 1.523 1.162 1.308
H -4.735 3.201 4.747
H -2.277 3.132 5.397
H -0.545 2.163 3.834
H -3.609 2.119 0.785
H -5.301 2.526 2.355
H -0.785 0.983 -1.705
H -1.166 2.132 -3.889
H -1.111 4.544 -4.005
H -1.092 5.917 -1.812
H -1.103 4.847 0.341
H 1.188 4.482 2.248
H 3.681 4.231 2.227
H 4.761 2.199 1.572
H 3.400 0.175 0.848
C 1.630 -4.934 -2.387
N 1.925 -3.747 -1.530
C 2.858 -3.989 -0.365
P 1.402 -2.249 -1.953
O 0.924 -1.598 -0.493
N 2.662 -1.319 -2.443
C 2.516 0.182 -2.449
C 3.718 -1.834 -3.325
N 0.212 -2.186 -2.993
C -0.973 -3.109 -2.941
C 0.398 -1.393 -4.337
H 2.420 -5.659 -2.351
H 1.515 -4.673 -3.423
H 0.727 -5.417 -2.138
H 3.590 -4.639 -0.798
H 2.412 -4.557 0.467
H 3.246 -3.038 -0.021
H 1.786 0.518 -1.700
H 2.262 0.520 -3.479
H 3.504 0.561 -2.209
H 3.699 -2.923 -3.376
H 4.727 -1.518 -2.946
H 3.664 -1.455 -4.372
H -1.127 -3.492 -1.947
H -0.801 -3.856 -3.667
H -1.959 -2.658 -3.257
H 0.833 -2.107 -5.043
H 1.100 -0.615 -4.219
H -0.537 -0.983 -4.638
```

Output
* spin multiplicity: 5
* HOMO-LUMO gap (alpha / beta): 7.55 / 6.00 eV
* energy above the lowest of the compared OMol25 structures with the same formula, charge and spin: 74.0 kJ/mol
* total charge: +3


# 3
Molecular formula: C28H43ClN7O4
Method: DFT, ωB97M-V/def2-TZVPD

```
83
Properties=species:S:1:pos:R:3
Cl -0.005 0.156 -0.141
O 1.373 -0.120 -0.145
O -0.596 -0.355 -1.371
O -0.740 -0.334 0.988
O -0.007 1.602 -0.256
C -1.460 5.188 -1.250
C -0.169 4.715 -2.029
C -0.353 3.558 -3.105
C -0.939 3.958 -4.390
N -1.424 4.287 -5.411
H -1.927 4.452 -0.597
H -2.092 5.676 -1.993
H -1.250 6.017 -0.575
H 0.630 4.372 -1.371
H 0.215 5.546 -2.620
H -0.905 2.671 -2.796
H 0.623 3.132 -3.337
C 2.152 0.854 -4.276
C 1.767 -0.513 -4.826
C 0.257 -0.474 -4.932
C -0.368 -1.831 -4.843
N -0.841 -2.896 -4.795
H 1.515 1.615 -4.727
H 3.156 1.158 -4.574
H 1.958 0.984 -3.212
H 2.129 -1.268 -4.127
H 2.087 -0.709 -5.849
H 0.090 -0.200 -5.974
H -0.264 0.091 -4.160
C -5.040 -3.576 0.022
C -3.619 -3.066 0.129
C -2.834 -3.113 -1.190
C -3.611 -2.741 -2.395
N -4.261 -2.491 -3.293
H -5.499 -3.649 1.009
H -4.969 -4.642 -0.195
H -5.663 -2.982 -0.646
H -2.997 -3.438 0.943
H -3.734 -2.007 0.360
H -2.258 -4.015 -1.393
H -2.009 -2.411 -1.307
C 3.276 -4.179 -1.547
C 2.312 -4.859 -0.419
C 1.433 -3.673 0.187
C 0.280 -4.198 0.829
N -0.603 -4.602 1.389
H 3.837 -3.371 -1.077
H 2.693 -3.719 -2.345
H 4.017 -4.836 -2.002
H 2.747 -5.459 0.380
H 1.666 -5.522 -0.995
H 1.241 -2.964 -0.619
H 2.005 -3.236 1.006
N -1.839 0.417 3.970
C -1.469 0.452 5.301
C -2.499 -0.120 6.019
C -3.384 -0.695 5.071
C -3.057 -0.143 3.782
H -1.321 0.791 3.188
H -0.466 0.831 5.432
H -2.470 -0.291 7.085
H -4.165 -1.397 5.324
H -3.538 -0.150 2.816
N -0.424 4.719 1.535
C -0.993 3.789 2.348
C -1.418 4.293 3.546
C -1.040 5.653 3.449
C -0.358 5.841 2.289
H 0.014 4.544 0.642
H -1.096 2.761 2.036
H -1.848 3.752 4.377
H -1.303 6.483 4.089
H 0.123 6.684 1.815
N 4.272 -0.567 1.785
C 5.612 -0.693 1.730
C 6.106 -1.329 2.778
C 4.949 -1.747 3.582
C 3.926 -1.060 3.012
H 3.584 -0.120 1.196
H 6.205 -0.273 0.932
H 7.143 -1.573 2.951
H 4.844 -2.347 4.474
H 2.886 -1.087 3.304
```

Output
* HOMO-LUMO gap: 8.23 eV
* energy above the lowest of the compared OMol25 structures with the same formula, charge and spin: 0.0 kJ/mol
* total charge: -1


# 4
Molecular formula: C28H43F3O4
Method: DFT, ωB97M-V/def2-TZVPD

```
78
Properties=species:S:1:pos:R:3
C 3.500 -4.578 0.775
C 4.576 -3.615 0.044
C 3.950 -2.129 -0.075
C 5.067 -1.040 0.356
C 4.413 0.288 1.053
C 4.357 1.407 -0.096
C 3.504 2.737 0.328
C 2.362 2.996 -0.754
C 0.841 2.869 -0.286
C 0.397 1.496 0.398
C 0.732 1.653 1.939
C -0.442 1.487 3.002
O 0.229 1.515 4.314
C -1.457 2.769 3.061
F -1.103 3.590 4.187
F -2.812 2.366 3.339
F -1.356 3.620 1.936
O 1.355 0.468 -0.059
C 1.012 0.078 -1.414
O 1.734 -0.391 -2.303
O -0.389 0.440 -1.462
C -0.944 0.736 -0.119
C -2.168 1.710 -0.442
C -3.304 1.139 -1.388
C -3.158 0.523 -2.792
C -4.339 -0.014 -3.669
C -5.790 0.105 -3.141
C -5.976 0.764 -1.741
C -7.493 0.930 -1.223
C -4.785 1.257 -0.852
C -1.348 -0.662 0.554
C -2.784 -0.640 1.334
C -1.405 -1.928 -0.423
C -0.059 -2.857 -0.370
C 0.275 -3.528 -1.796
H 2.493 -4.588 0.219
H 3.349 -4.215 1.847
H 3.905 -5.661 0.828
H 4.802 -4.097 -0.972
H 5.558 -3.640 0.637
H 3.057 -2.007 0.628
H 3.638 -2.011 -1.181
H 5.921 -1.475 0.975
H 5.549 -0.684 -0.637
H 5.153 0.629 1.855
H 3.390 -0.022 1.456
H 5.442 1.728 -0.339
H 3.956 0.906 -1.039
H 4.268 3.601 0.223
H 3.190 2.735 1.421
H 2.500 2.339 -1.696
H 2.497 4.079 -1.142
H 0.210 2.984 -1.253
H 0.591 3.817 0.327
H 1.574 0.924 2.244
H 1.154 2.717 2.105
H -0.990 0.489 2.991
H -0.412 1.071 4.917
H -1.860 2.734 -0.878
H -2.654 1.974 0.575
H -2.117 0.412 -3.245
H -4.101 -0.485 -4.689
H -6.650 -0.259 -3.805
H -7.575 0.669 -0.118
H -7.749 2.047 -1.388
H -8.187 0.344 -1.909
H -5.012 1.723 0.159
H -0.572 -0.899 1.378
H -3.654 -0.944 0.665
H -2.689 -1.472 2.135
H -2.968 0.327 1.910
H -1.738 -1.703 -1.496
H -2.230 -2.626 -0.003
H 0.811 -2.211 0.041
H -0.214 -3.690 0.398
H 1.286 -3.133 -2.161
H -0.516 -3.331 -2.594
H 0.398 -4.659 -1.602
```

Output
* structure (SMILES): CCCCCCCCC[C@]1(C[C@@H](O)C(F)(F)F)OC(=O)O[C@@]1(Cc1cccc(C)c1)[C@@H](C)CCC
* HOMO-LUMO gap: 8.94 eV


# 5
Molecular formula: C28H44BrNOP2Sn
Method: DFT, ωB97M-V/def2-TZVPD

```
78
Properties=species:S:1:pos:R:3
C -3.175 1.497 -3.829
C -2.175 0.503 -3.674
C -1.080 0.489 -4.585
C -0.780 1.713 -5.190
N -1.578 2.757 -5.023
C -2.769 2.676 -4.447
C -2.291 -0.454 -2.569
C -2.412 -1.217 -1.584
C -2.448 -2.177 -0.518
C -2.167 -2.104 0.919
C -1.812 -3.270 1.611
C -1.953 -4.488 0.939
C -2.572 -4.617 -0.336
C -2.782 -3.443 -1.080
Sn -0.125 -0.249 1.894
P -0.002 1.861 0.146
H -0.480 -0.426 -4.819
H -4.222 1.354 -3.453
H 0.125 1.877 -5.799
H -3.386 3.587 -4.475
H -3.180 -3.440 -2.125
H -2.357 -1.234 1.633
H -2.858 -5.593 -0.734
H -1.430 -3.226 2.660
C 1.087 2.840 1.341
C 1.893 3.984 0.729
H 1.774 2.085 1.770
H 0.483 3.203 2.198
H 2.521 4.462 1.490
H 2.566 3.611 -0.052
H 1.271 4.790 0.317
C 0.981 1.778 -1.449
C 0.940 3.054 -2.291
H 0.516 0.940 -2.003
H 2.031 1.473 -1.264
H 1.627 3.001 -3.146
H -0.065 3.189 -2.706
H 1.237 3.956 -1.744
C -1.516 2.884 -0.247
C -1.301 4.399 -0.205
H -2.260 2.591 0.519
H -1.957 2.578 -1.218
H -2.246 4.943 -0.354
H -0.914 4.703 0.776
H -0.628 4.764 -0.996
Br -1.216 -6.031 1.898
P 2.143 -1.544 0.835
C 3.485 -0.474 0.249
C 4.843 -0.879 0.807
H 3.221 0.570 0.497
H 3.500 -0.517 -0.851
H 5.613 -0.145 0.546
H 4.839 -1.002 1.890
H 5.154 -1.840 0.390
C 2.727 -2.318 2.396
C 3.431 -3.652 2.197
H 1.832 -2.389 3.043
H 3.403 -1.614 2.908
H 3.625 -4.129 3.163
H 2.879 -4.355 1.575
H 4.398 -3.525 1.710
C 2.006 -2.895 -0.367
C 3.328 -3.234 -1.035
H 1.234 -2.576 -1.087
H 1.595 -3.775 0.152
H 3.195 -4.008 -1.796
H 3.813 -2.383 -1.509
H 4.045 -3.629 -0.318
C -3.813 1.620 3.447
C -2.677 0.648 3.424
C -3.075 -0.763 3.701
O -1.474 1.061 3.247
H -4.522 1.327 4.233
H -4.407 1.580 2.525
H -3.471 2.637 3.674
H -3.369 -1.369 2.833
H -2.391 -1.323 4.354
H -4.021 -0.678 4.243
```

Output
* HOMO-LUMO gap: 6.68 eV
* total charge: +2


# 6
Molecular formula: C28H44BrO14P
Method: DFT, ωB97M-V/def2-TZVPD

```
88
Properties=species:S:1:pos:R:3
O 4.044 -5.067 2.212
C 3.668 -3.962 2.893
O 3.173 -3.978 4.306
C 3.033 -2.535 4.651
Br 2.049 -2.014 6.314
C 2.521 -1.991 3.185
O 1.373 -2.800 2.754
C 0.305 -1.990 2.148
O 0.352 -1.429 0.924
C -1.082 -1.826 3.067
C -2.007 -0.472 3.105
C -3.335 -0.405 4.095
C -3.658 -1.725 5.018
C -2.764 -3.120 4.972
C -1.455 -3.168 3.983
P 2.364 -0.101 3.389
O 2.629 0.570 1.973
O 0.909 0.445 4.174
O 3.697 0.386 4.459
O 3.639 -2.553 2.374
H 4.174 -2.209 4.767
H -1.665 0.433 2.424
H -3.985 0.590 4.090
H -4.580 -1.699 5.767
H -3.024 -4.059 5.655
H -0.792 -4.132 3.924
H 0.916 1.459 4.042
H 3.293 1.014 5.156
C -1.360 3.955 6.818
C -1.732 2.500 6.708
O -2.842 2.153 6.307
C -0.693 1.486 7.107
H -2.207 4.571 6.497
H -1.123 4.200 7.856
H -0.506 4.170 6.171
H -0.426 1.622 8.158
H 0.191 1.592 6.473
H -1.100 0.478 6.975
C 3.421 3.609 0.118
C 2.589 4.259 1.191
O 2.326 3.671 2.239
C 2.092 5.656 0.933
H 3.710 2.604 0.441
H 2.839 3.527 -0.804
H 4.327 4.195 -0.055
H 1.451 5.665 0.048
H 2.939 6.333 0.796
H 1.506 5.997 1.793
C -1.979 -3.991 -1.257
C -2.811 -3.341 -0.184
O -3.074 -3.929 0.864
C -3.308 -1.944 -0.442
H -1.690 -4.996 -0.934
H -2.561 -4.073 -2.179
H -1.073 -3.405 -1.430
H -3.949 -1.935 -1.327
H -2.461 -1.267 -0.579
H -3.894 -1.603 0.418
C -1.679 -4.342 -6.564
C -2.511 -3.693 -5.491
O -2.774 -4.281 -4.443
C -3.008 -2.295 -5.749
H -1.390 -5.348 -6.241
H -2.261 -4.425 -7.486
H -0.773 -3.757 -6.737
H -3.649 -2.287 -6.634
H -2.161 -1.619 -5.885
H -3.594 -1.954 -4.889
C -1.651 1.857 -8.791
C -1.359 1.305 -7.422
O -1.718 0.174 -7.099
C -0.609 2.191 -6.463
H -2.197 1.108 -9.375
H -2.270 2.753 -8.706
H -0.716 2.088 -9.307
H -1.182 3.102 -6.274
H 0.373 2.437 -6.874
H -0.469 1.662 -5.514
C 2.889 0.924 -3.258
C 2.822 2.336 -3.777
O 1.821 3.031 -3.610
C 4.028 2.865 -4.506
H 1.949 0.678 -2.754
H 3.032 0.230 -4.090
H 3.707 0.831 -2.539
H 4.222 2.257 -5.393
H 4.896 2.858 -3.843
H 3.837 3.896 -4.823
```

Output
* structure (SMILES): O=C1O[C@H](Br)[C@@](OC(=O)c2ccccc2)(P(=O)(O)O)O1.CC(C)=O.CC(C)=O.CC(C)=O.CC(C)=O.CC(C)=O.CC(C)=O
* HOMO-LUMO gap: 7.94 eV